{
  "formula": "C18H56O10",
  "method": "ωB97M-V with the def2-TZVPD basis set",
  "spin_multiplicity": 1,
  "e_lumo_ev": 0.4,
  "smiles": "CC(C)O.CC(C)O.CC(C)O.CC(C)O.CO.CO.CO.CO.CO.CO",
  "relative_energy_kcal_mol": 93.9,
  "energy_ha": -1471.661511,
  "elements": ["C", "C", "C", "O", "H", "H", "H", "H", "H", "H", "H", "H", "C", "C", "C", "O", "H", "H", "H", "H", "H", "H", "H", "H", "C", "C", "C", "O", "H", "H", "H", "H", "H", "H", "H", "H", "C", "C", "C", "O", "H", "H", "H", "H", "H", "H", "H", "H", "C", "O", "H", "H", "H", "H", "C", "O", "H", "H", "H", "H", "C", "O", "H", "H", "H", "H", "C", "O", "H", "H", "H", "H", "C", "O", "H", "H", "H", "H", "C", "O", "H", "H", "H", "H"],
  "positions_angstrom": [[-3.9570, -2.5763, -0.4306], [-4.8002, -3.5997, 0.1840], [-4.0972, -4.9506, 0.2454], [-5.0969, -3.2478, 1.5307], [-3.0010, -2.4259, 0.0710], [-4.4373, -1.6018, -0.5177], [-3.6325, -2.8341, -1.4388], [-5.7018, -3.6344, -0.4275], [-4.6896, -5.5920, 0.8978], [-3.1263, -4.8027, 0.7181], [-4.0273, -5.3628, -0.7612], [-5.7034, -3.9151, 1.8599], [1.6387, -0.3383, -4.2229], [3.1258, -0.3882, -4.3859], [3.8596, 0.8283, -3.8341], [3.6523, -1.4895, -3.7760], [1.1758, 0.5238, -4.7032], [1.5025, -0.4007, -3.1433], [1.2320, -1.2806, -4.5900], [3.3930, -0.4490, -5.4409], [3.7120, 0.9249, -2.7585], [3.4414, 1.7065, -4.3260], [4.9347, 0.7537, -3.9972], [3.3476, -2.2567, -4.2660], [0.5372, 0.7062, 5.0574], [1.6478, 0.6750, 3.9709], [1.7945, -0.7622, 3.4379], [1.1546, 1.4418, 2.8873], [0.2720, 1.6905, 5.4434], [0.9031, 0.1404, 5.9142], [-0.3835, 0.2033, 4.7617], [2.6010, 1.1315, 4.2378], [0.9253, -1.1298, 2.8925], [1.9455, -1.4067, 4.3040], [2.6723, -0.9462, 2.8183], [1.1358, 2.3659, 3.1468], [3.1690, 2.8218, 0.2956], [4.5076, 3.5272, -0.0299], [5.4429, 2.8807, -1.0865], [4.2281, 4.7654, -0.5395], [3.3832, 1.7637, 0.4459], [2.5220, 2.7991, -0.5813], [2.6884, 3.2780, 1.1611], [4.9781, 3.5304, 0.9533], [5.5748, 1.8028, -0.9922], [6.3366, 3.5025, -1.0356], [5.0790, 3.0656, -2.0972], [3.5178, 4.6526, -1.1753], [-2.3343, -0.8498, -3.4816], [-2.9517, 0.4661, -3.6079], [-1.6662, -1.0195, -4.3260], [-1.8102, -0.9082, -2.5276], [-3.1729, -1.5454, -3.4517], [-3.2250, 0.8246, -2.7602], [-0.4635, 0.0509, -0.0582], [0.8477, 0.4921, 0.1610], [-1.2043, 0.8505, -0.0687], [-0.3668, -0.4329, -1.0301], [-0.6851, -0.7395, 0.6591], [0.9535, 0.7663, 1.0749], [-2.1819, -1.7786, 3.3427], [-3.3093, -1.3976, 2.5619], [-1.4359, -0.9867, 3.2759], [-2.4742, -1.9759, 4.3741], [-1.7625, -2.6993, 2.9371], [-3.9026, -2.1352, 2.4025], [-2.4056, 1.8388, 2.5264], [-3.3374, 1.1853, 1.6530], [-1.6032, 1.1286, 2.7263], [-2.0688, 2.7743, 2.0797], [-2.7946, 2.1689, 3.4896], [-3.4535, 0.3304, 2.0739], [-3.8671, 2.9601, -1.1031], [-3.8426, 1.5646, -1.1209], [-2.9186, 3.4631, -0.9146], [-4.3267, 3.3770, -1.9992], [-4.4779, 3.2528, -0.2491], [-3.7874, 1.2382, -0.2198], [3.2641, -1.3104, -0.5532], [4.4136, -1.8541, -1.1997], [3.1989, -0.2558, -0.8209], [2.3377, -1.7368, -0.9380], [3.3010, -1.5101, 0.5177], [4.1353, -1.6875, -2.1032]]
}


{
  "formula": "C57H124FeN2O39",
  "method": "ωB97M-V with the def2-TZVPD basis set",
  "spin_multiplicity": 5,
  "e_lumo_ev": [-0.1, -0.1],
  "s_squared": 6.0066,
  "energy_ha": -6552.999674,
  "elements": ["Fe", "N", "O", "O", "O", "N", "O", "O", "O", "C", "O", "C", "C", "O", "C", "C", "O", "C", "H", "H", "H", "H", "H", "H", "H", "H", "H", "H", "H", "H", "H", "H", "C", "O", "C", "C", "O", "C", "C", "O", "C", "H", "H", "H", "H", "H", "H", "H", "H", "H", "H", "H", "H", "H", "H", "C", "O", "C", "C", "O", "C", "C", "O", "C", "H", "H", "H", "H", "H", "H", "H", "H", "H", "H", "H", "H", "H", "H", "C", "O", "C", "C", "O", "C", "C", "O", "C", "H", "H", "H", "H", "H", "H", "H", "H", "H", "H", "H", "H", "H", "H", "C", "O", "C", "C", "O", "C", "C", "O", "C", "H", "H", "H", "H", "H", "H", "H", "H", "H", "H", "H", "H", "H", "H", "C", "O", "C", "C", "O", "C", "C", "O", "C", "H", "H", "H", "H", "H", "H", "H", "H", "H", "H", "H", "H", "H", "H", "C", "O", "C", "C", "O", "C", "C", "O", "C", "H", "H", "H", "H", "H", "H", "H", "H", "H", "H", "H", "H", "H", "H", "C", "O", "C", "C", "O", "C", "C", "O", "C", "H", "H", "H", "H", "H", "H", "H", "H", "H", "H", "H", "H", "H", "H", "C", "C", "O", "C", "O", "O", "H", "H", "H", "H", "C", "C", "O", "C", "O", "O", "H", "H", "H", "H", "C", "C", "O", "C", "O", "O", "H", "H", "H", "H"],
  "positions_angstrom": [[-0.0934, 2.7375, -3.1117], [0.1910, 0.5522, -5.4309], [-0.8940, 0.7594, -5.9792], [0.8125, -0.5045, -5.3816], [0.5818, 1.4291, -4.6257], [-0.4096, 1.0640, -1.0653], [0.0615, 2.1764, -1.0280], [-0.3068, 0.2259, -0.2123], [-0.8393, 0.8001, -2.2186], [0.5345, -10.8954, 5.1720], [0.8240, -9.5734, 4.8084], [1.7660, -8.9711, 5.7711], [1.8464, -7.5126, 5.5222], [2.4104, -7.2635, 4.2036], [2.5491, -5.8447, 3.9821], [2.7233, -5.5701, 2.5015], [1.4876, -5.6515, 1.8443], [1.5805, -5.2504, 0.4735], [1.4047, -11.4953, 5.4383], [0.0806, -11.3539, 4.2934], [-0.1950, -11.0531, 5.9664], [2.7564, -9.3740, 5.5594], [1.5460, -9.1714, 6.8197], [2.4674, -7.1162, 6.3255], [0.8459, -7.1105, 5.6816], [3.3910, -5.6238, 4.6382], [1.6829, -5.3283, 4.3957], [3.4647, -6.2913, 2.1577], [3.0367, -4.5516, 2.2723], [0.6928, -5.5078, -0.1042], [2.2684, -5.9230, -0.0388], [1.8129, -4.1868, 0.4188], [3.9533, -1.7543, 0.9518], [3.9842, -1.8890, -0.4480], [2.8852, -1.2429, -1.0620], [2.9496, -1.6744, -2.5204], [3.0763, -3.0543, -2.7409], [3.7129, -3.3396, -3.9622], [3.6715, -4.8397, -4.2344], [2.3953, -5.4608, -4.4410], [2.3048, -6.7602, -3.9499], [4.7855, -2.2361, 1.4650], [3.0477, -2.1777, 1.3862], [4.0185, -0.7065, 1.2450], [3.0311, -0.1696, -0.9395], [1.9388, -1.5625, -0.6259], [3.6597, -1.0599, -3.0737], [2.0092, -1.3176, -2.9403], [4.7183, -2.9206, -4.0035], [3.1685, -2.8601, -4.7757], [4.1823, -5.1529, -3.3239], [4.3564, -5.1565, -5.0209], [2.1885, -6.8007, -2.8669], [3.0447, -7.3930, -4.4400], [1.4175, -7.2254, -4.3794], [1.2151, 5.7976, 2.3053], [1.7892, 6.1404, 1.0083], [3.1561, 6.4232, 0.9957], [3.6419, 7.9420, 0.8485], [3.4280, 8.7797, 2.0480], [3.8979, 10.1426, 1.8504], [3.9647, 10.9536, 3.1512], [5.1177, 10.6295, 3.9677], [5.1693, 11.4172, 5.1547], [1.3966, 6.5875, 3.0341], [1.5739, 4.8303, 2.6570], [0.1587, 5.7392, 2.0430], [3.6007, 5.8772, 0.1637], [3.6456, 6.0068, 1.8761], [3.0609, 8.3302, 0.0120], [4.6337, 8.0534, 0.4103], [3.2711, 10.6662, 1.1285], [4.8568, 10.1974, 1.3352], [3.0162, 10.7447, 3.6460], [3.8547, 11.9753, 2.7878], [4.6319, 10.8770, 5.9342], [4.7064, 12.3954, 5.0242], [6.2234, 11.6144, 5.3495], [4.4344, 2.2302, 1.7813], [3.7152, 1.8165, 2.8992], [2.3375, 1.5471, 2.4934], [1.5859, 0.9386, 3.7166], [1.9533, -0.4192, 3.9905], [2.8197, -0.6609, 5.1160], [2.9629, -2.1603, 5.4328], [3.5396, -2.7662, 4.2607], [4.9281, -2.7295, 4.1825], [4.6754, 1.4462, 1.0634], [5.3331, 2.7432, 2.1238], [3.8733, 3.0786, 1.3896], [2.2522, 0.8920, 1.6264], [1.7836, 2.4012, 2.1037], [0.5237, 0.9032, 3.4744], [1.6625, 1.6130, 4.5695], [2.4461, -0.0762, 5.9566], [3.7985, -0.2174, 4.9328], [1.9948, -2.5610, 5.7334], [3.6611, -2.3642, 6.2445], [5.3096, -3.2226, 3.2885], [5.3798, -3.1612, 5.0757], [5.2794, -1.7018, 4.0895], [-7.0094, 0.0436, -4.1333], [-5.6294, -0.2889, -4.1430], [-5.3145, -1.3354, -5.0797], [-3.8237, -1.4869, -5.4456], [-3.7038, -2.6542, -6.3134], [-2.4318, -2.7351, -6.9386], [-2.4666, -3.8322, -8.0312], [-3.0876, -3.5277, -9.2420], [-2.9151, -4.4507, -10.3273], [-7.3878, 0.7057, -4.9121], [-7.2222, 0.5325, -3.1826], [-7.5672, -0.8909, -4.1935], [-5.7968, -1.2275, -6.0512], [-5.7407, -2.2086, -4.5858], [-3.1948, -1.5485, -4.5575], [-3.5781, -0.5172, -5.8787], [-1.6021, -2.9376, -6.2613], [-2.2515, -1.8101, -7.4864], [-2.9278, -4.7367, -7.6346], [-1.4020, -3.9928, -8.2011], [-3.4344, -4.0934, -11.2165], [-3.3142, -5.4296, -10.0615], [-1.8751, -4.4455, -10.6536], [-1.8303, -9.4415, 2.0988], [-2.3603, -8.1202, 2.0218], [-1.3524, -7.1894, 1.9397], [-1.8766, -5.7160, 1.8872], [-2.3627, -5.2747, 3.1159], [-1.4275, -4.4340, 3.8629], [-0.9933, -3.0847, 3.2335], [-2.1152, -2.2670, 3.0969], [-1.8170, -1.1464, 2.2544], [-2.7121, -10.0776, 2.0215], [-1.2399, -9.5524, 3.0083], [-1.1992, -9.7605, 1.2693], [-0.8784, -7.3614, 0.9734], [-0.6113, -7.2615, 2.7357], [-2.6938, -5.5256, 1.1915], [-1.0956, -5.0513, 1.5179], [-0.5700, -5.0718, 4.0777], [-1.7597, -4.2557, 4.8856], [-0.4364, -3.2444, 2.3102], [-0.3595, -2.4782, 3.8803], [-1.7098, -1.4538, 1.2142], [-0.9264, -0.6387, 2.6248], [-2.6171, -0.4110, 2.1692], [-4.1517, 7.5597, 6.3357], [-5.2429, 6.8549, 5.7695], [-5.7999, 5.7610, 6.5183], [-4.8938, 4.5355, 6.3952], [-4.4241, 4.0884, 5.1053], [-3.5283, 2.9624, 5.2526], [-3.1088, 2.4382, 3.8960], [-2.1406, 3.3356, 3.3211], [-1.5379, 2.7466, 2.1221], [-3.5687, 6.9215, 6.9997], [-4.4330, 8.5133, 6.7824], [-3.5704, 7.6886, 5.4226], [-6.8020, 5.6070, 6.1181], [-5.8297, 6.0117, 7.5786], [-5.3841, 3.7225, 6.9307], [-4.0283, 4.7538, 7.0208], [-4.1126, 2.1807, 5.7381], [-2.6897, 3.1804, 5.9138], [-3.9691, 2.2605, 3.2507], [-2.7034, 1.4397, 4.0596], [-1.0180, 1.7945, 2.2289], [-0.8653, 3.4713, 1.6631], [-2.2123, 2.4955, 1.3035], [-3.1341, 2.4395, -3.9584], [-2.1200, 3.0472, -3.1580], [-2.6587, 4.3202, -2.6230], [-1.5250, 4.9576, -1.7368], [-0.3220, 4.7433, -2.4702], [0.8385, 5.2387, -1.8393], [2.0827, 4.7068, -2.5487], [1.8886, 3.3034, -2.9170], [3.0011, 2.4509, -2.6697], [-4.0726, 2.4509, -3.4042], [-2.8340, 1.4081, -4.1432], [-3.1537, 2.9683, -4.9113], [-3.5594, 4.2599, -2.0121], [-2.8356, 4.9042, -3.5262], [-1.4719, 4.4663, -0.7653], [-1.8040, 5.9927, -1.5397], [0.8962, 4.8306, -0.8302], [0.9234, 6.3253, -1.8519], [2.8746, 4.8438, -1.8123], [2.3863, 5.2504, -3.4433], [3.1853, 2.4877, -1.5960], [3.8245, 2.7009, -3.3388], [2.7606, 1.4026, -2.8466], [-0.1181, -2.9958, -1.8620], [-0.2188, -3.4159, -3.2832], [-1.6087, -3.4621, -3.5465], [-2.3012, -3.4543, -2.3322], [-3.5235, -3.4602, -2.1604], [-1.4040, -3.2252, -1.3504], [0.1099, -1.9334, -1.7760], [0.5181, -3.6515, -1.2676], [0.3203, -4.3328, -3.5212], [0.2227, -2.5830, -3.8305], [-3.6571, -0.0553, -1.1584], [-5.0108, -0.7974, -1.0056], [-5.6758, -0.0218, 0.0207], [-5.0340, 1.1566, 0.2409], [-5.4067, 2.1469, 0.9119], [-3.8534, 1.1128, -0.3947], [-3.4693, 0.1418, -2.2138], [-2.9220, -0.7537, -0.7584], [-4.7965, -1.8000, -0.6356], [-5.5642, -0.8023, -1.9447], [0.3149, 6.1713, -7.5614], [0.3091, 4.7691, -8.2095], [0.2582, 3.9463, -7.0432], [-0.0720, 4.6158, -6.0063], [-0.2404, 4.1048, -4.9124], [-0.2628, 5.9063, -6.2737], [-0.2951, 6.9099, -8.0814], [1.2909, 6.6564, -7.5719], [1.2172, 4.7016, -8.8085], [-0.5034, 4.7112, -8.9338]]
}


{
  "formula": "C3HFO2Pb",
  "method": "ωB97M-V with the def2-TZVPD basis set",
  "spin_multiplicity": 1,
  "e_lumo_ev": -12.3,
  "charge": 2,
  "relative_energy_kcal_mol": 0.0,
  "energy_ha": -557.229748,
  "elements": ["F", "O", "C", "C", "O", "C", "Pb", "H"],
  "positions_angstrom": [[-0.6319, -1.8973, -0.4784], [1.3183, -0.8739, -0.2250], [1.8404, 0.3903, -0.0438], [0.0056, -0.8121, -0.3238], [0.7960, 1.1871, -0.0405], [-0.4137, 0.4870, -0.1215], [-1.6530, 0.7028, 1.9971], [-1.2617, 0.8161, -0.7641]]
}